This record from the Open Molecules 2025 dataset describes a cluster of 2 separate species, C4H11N3 in total. The level of theory is the ωB97M-V functional and the def2-TZVPD basis.

Summary:
SMILES string: [H]/N=C/N.C=CNC
LUMO energy: 0.96 eV
relative energy (zero: lowest compared OMol25 entry of this formula, charge and spin): 185.2 kJ/mol
charge: 0

CARTESIAN COORDINATES (ANGSTROEM)
N  -0.664  2.222  0.631
N  1.445  -3.160  -1.830
N  -0.239  -1.607  -1.590
C  1.315  1.370  1.730
C  0.289  1.256  0.894
C  0.503  -2.502  -1.085
C  -1.976  1.759  0.207
H  -2.488  1.171  0.977
H  0.453  -2.842  -0.049
H  -2.607  2.618  -0.009
H  -0.708  2.957  1.319
H  2.233  -3.560  -1.354
H  0.166  0.371  0.279
H  1.438  2.272  2.317
H  2.018  0.568  1.889
H  1.620  -2.742  -2.731
H  -1.875  1.148  -0.691
H  -0.923  -1.300  -0.904